DFT (the ωB97M-V functional and the def2-TZVPD basis) results for a cluster of 8 separate species, C13H42N4O8 in total at a distorted geometry.

Its HOMO energy is -0.3248 Eh. For the relative energy (zero: lowest compared OMol25 entry of this formula, charge and spin), the calculation gives 40.07 kcal/mol. As for the LUMO energy: 0.11 eV. As for the SMILES: NC(N)=O.NC(N)=O.CCO.CCO.CCO.CCO.CCO.CO. The calculation puts the total energy at -1341.32019 Eh.

```
! RIJCOSX wB97M-V def2-TZVPD def2/J DEFGRID3
* xyz 0 1
N -0.5213 -1.1938 -1.4217
C 0.4916 -0.4309 -1.2997
N 1.3762 -0.7389 -0.3434
O 0.6543 0.6313 -2.1344
H -1.1164 -0.9268 -2.2348
H -0.7960 -2.0714 -0.8805
H 2.1706 -0.1763 -0.5657
H 1.5070 -1.6149 0.1670
N 4.5378 1.4675 1.6774
C 3.4678 1.1632 0.9371
N 2.7053 0.5597 1.7546
O 3.3680 1.1264 -0.3672
H 5.3358 1.8856 1.2252
H 4.5542 1.5902 2.6560
H 1.9449 0.0835 1.2920
H 2.6642 0.6249 2.7727
C 1.7894 -4.1799 -0.1150
C 2.4691 -3.6020 1.1457
O 1.5282 -2.6871 1.6921
H 2.5642 -4.7363 -0.6312
H 1.4656 -3.3629 -0.7704
H 1.0226 -4.8907 0.0444
H 3.4503 -3.1274 0.9831
H 2.6933 -4.3474 1.9776
H 1.9316 -2.3936 2.5364
C -1.5972 2.3998 -1.2920
C -2.9205 2.5636 -0.4778
O -3.0540 4.0086 -0.2970
H -0.7225 2.3829 -0.6518
H -1.5429 3.0942 -2.1252
H -1.6314 1.4812 -1.8723
H -2.7936 2.0146 0.4636
H -3.8100 2.1344 -1.0198
H -3.3558 4.1111 0.5967
C 3.2810 4.3924 -1.6363
C 2.4201 3.6862 -2.6034
O 1.0639 3.5999 -2.0229
H 2.8423 5.3884 -1.5412
H 4.2825 4.4969 -2.0922
H 3.4001 3.8603 -0.6908
H 2.8779 2.6446 -2.6619
H 2.2050 4.1558 -3.5504
H 0.7534 2.6841 -2.0775
C -0.1418 0.6001 3.2212
C -0.8871 0.5764 1.8944
O -0.9445 -0.8077 1.5442
H -0.5037 -0.2447 3.8263
H -0.3981 1.3978 3.8839
H 0.8799 0.3200 3.1656
H -0.2829 1.0148 1.1423
H -1.8507 1.0078 2.0081
H -0.8578 -0.7203 0.5591
C -4.3997 -0.3537 0.5330
C -3.5970 -0.7858 -0.6416
O -4.5520 -1.1305 -1.6479
H -4.7980 0.6744 0.6499
H -3.8094 -0.4560 1.5085
H -5.2826 -1.0526 0.5973
H -3.0601 -1.6758 -0.3431
H -2.8379 -0.0355 -0.9576
H -4.7464 -0.3239 -2.2183
C -2.0212 -4.3842 -0.8873
O -1.0346 -3.7007 -0.0609
H -3.0015 -4.3265 -0.3714
H -1.7320 -5.3884 -0.9678
H -1.9941 -3.9244 -1.8687
H -1.1034 -4.0317 0.8857
*
```

Atom charges from the Mulliken analysis, given in e for atoms 1 to 4: 0.2597, -0.5976, 0.0513, -0.8229



DFT (the ωB97M-V functional and the def2-TZVPD basis) results for a structure of composition C22H20CdCl2N5O6PTe.

Its HOMO energy is -0.2660 Eh. As for the LUMO energy: -1.09 eV. The calculation puts the total energy at -3273.15713 Eh.

```
! RIJCOSX wB97M-V def2-TZVPD def2/J DEFGRID3
* xyz 0 1
Cd 0.2855 0.9423 0.7588
Cl 5.4228 -2.3217 -2.6560
C 4.1217 -1.2226 -2.3098
C 3.8090 -0.9687 -0.9787
C 2.7591 -0.1193 -0.6461
N 2.3417 0.1720 0.6544
C 2.9067 -0.2687 1.7689
O 3.9077 -0.9648 1.9349
C 2.1736 0.1943 3.0475
C 2.7426 -0.1366 4.2678
C 2.1010 0.2288 5.4364
C 0.9009 0.9194 5.3616
C 0.4001 1.2211 4.1109
N 1.0186 0.8775 2.9801
C 2.0185 0.4944 -1.6969
C 2.3624 0.2441 -3.0131
C 3.4071 -0.6171 -3.3263
Cl 3.7689 -0.9130 -4.9993
N 0.8949 1.2696 -1.3512
C 0.6726 2.4766 -1.8472
O 1.2106 3.0702 -2.7800
C -0.4528 3.2394 -1.1163
C -1.0185 4.3366 -1.7478
C -1.9628 5.0930 -1.0777
C -2.3121 4.7462 0.2192
C -1.7141 3.6366 0.7820
N -0.8148 2.8936 0.1316
H 4.3821 -1.4338 -0.1918
H 3.6737 -0.6839 4.2572
H 2.5280 -0.0252 6.3982
H 0.3603 1.2170 6.2490
H -0.5320 1.7631 4.0038
H 1.8183 0.7359 -3.8068
H -0.6801 4.5759 -2.7456
H -2.4158 5.9524 -1.5552
H -3.0310 5.3204 0.7864
H -1.9654 3.3185 1.7865
O -4.3936 1.6512 -1.4142
N -3.8423 0.7770 -0.8807
C 0.3593 -3.0470 -2.4721
C 0.2717 -2.7592 -0.9975
O -1.1309 -2.8060 -0.5473
P -1.7796 -1.4885 0.0057
O -1.0018 -0.8746 1.1204
Te -2.1257 -0.0445 -1.9553
O -3.1951 -1.9192 0.5110
C -4.1973 -2.5764 -0.3126
C -4.3979 -3.9853 0.1861
H 1.4111 -3.0919 -2.7594
H -0.1145 -2.2642 -3.0664
H -0.1148 -3.9991 -2.7110
H 0.7025 -1.7855 -0.7525
H 0.7906 -3.5051 -0.4009
H -3.8758 -2.5607 -1.3543
H -5.0961 -1.9705 -0.2169
H -3.5011 -4.5833 0.0271
H -5.2283 -4.4474 -0.3492
H -4.6293 -3.9830 1.2509
*
```

Atom charges from the Mulliken analysis, given in e for atoms 1 to 4: 2.0204, -0.2243, 0.1621, -0.6826



DFT (the ωB97M-V functional and the def2-TZVPD basis) results for a structure of composition C17H26N7O3PRbS3 at a distorted geometry.

Its HOMO energy (spin up / spin down) is 0.0311 / -0.0485 Eh. Its expectation value of S² is 0.79. For the relative energy (zero: lowest compared OMol25 entry of this formula, charge and spin), the calculation gives 0.00 kcal/mol. As for the LUMO energy (spin up / spin down): 3.89 / 3.88 eV. The calculation puts the total energy at -2832.45599 Eh.

```
! RIJCOSX wB97M-V def2-TZVPD def2/J DEFGRID3
* xyz -2 2
Rb -1.5072 0.3035 1.1873
C -3.4642 1.0653 6.0805
C -2.5811 1.0361 4.8555
N -2.9653 0.3531 3.7625
N -4.1061 -0.3688 4.0244
C -4.8609 -0.6721 3.0246
N -6.0297 -1.4369 3.4982
S -4.7250 -0.2662 1.3447
C -1.5053 2.0666 4.7676
C -1.1619 2.7831 5.9169
C -0.0843 3.6947 5.8726
C 0.7266 3.7706 4.6468
C 0.2323 2.9653 3.6007
N -0.6889 2.0527 3.6493
H -3.9991 0.3576 6.2062
H -4.1595 1.9658 6.0385
H -2.8832 1.0227 6.9933
H -5.6635 -2.0902 4.0997
H -6.4053 -1.8541 2.7161
H -1.8783 2.7715 6.7039
H 0.0777 4.5983 6.5262
H 0.9980 4.7254 4.5176
H 0.8193 3.1416 2.5917
C 1.1472 -6.1804 -4.0963
C 1.7223 -5.0918 -3.1606
O 0.7281 -4.1805 -2.6181
P 1.0059 -2.5914 -2.9202
S -0.2192 -1.4117 -1.9339
S 1.1422 -2.2513 -4.8325
O 2.4930 -2.6310 -2.1868
C 3.2919 -1.5437 -1.8109
C 4.1033 -0.9551 -2.9760
H 2.0057 -6.7325 -4.4825
H 0.6458 -5.6146 -4.9237
H 0.4478 -6.8871 -3.6877
H 2.5341 -4.5961 -3.6803
H 2.3086 -5.5342 -2.2712
H 3.9454 -1.8832 -0.8969
H 2.6497 -0.7401 -1.4047
H 4.8968 -1.6256 -3.3316
H 4.7309 0.0090 -2.6818
H 3.4576 -0.7358 -3.9437
C 2.2202 2.7584 -0.8808
N 1.3440 2.4945 -2.0747
C 1.8293 2.0256 -3.2577
C 1.0907 1.5937 -4.3137
C -0.3162 1.3403 -3.9086
N -0.8556 1.7213 -2.8292
C -0.0246 2.3037 -1.8257
O -0.5253 2.5548 -0.7053
N -1.0485 0.6265 -4.8361
H 3.2249 3.0637 -1.2345
H 2.3151 1.8826 -0.2833
H 1.7519 3.5587 -0.3284
H 2.9993 1.9826 -3.3583
H 1.4363 1.0481 -5.1504
H -0.6780 -0.1551 -5.2875
H -1.9856 0.3920 -4.5114
*
```

Atom charges from the Mulliken analysis, given in e for atoms 1 to 4: 0.7933, -1.8238, 0.3408, 0.3534



DFT (the ωB97M-V functional and the def2-TZVPD basis) results for a cluster of 2 separate species, C4H6F2INO2 in total at a distorted geometry.

Its HOMO energy (spin up / spin down) is -0.2533 / -0.3620 Eh. Its expectation value of S² is 2.01. As for the LUMO energy (spin up / spin down): -0.20 / -2.55 eV. The calculation puts the total energy at -858.48147 Eh.

```
! RIJCOSX wB97M-V def2-TZVPD def2/J DEFGRID3
* xyz 0 3
C 0.9469 0.4167 -0.4367
C -2.2703 -1.2429 -0.7761
C -0.8102 -1.0726 -1.0470
C 1.3510 1.6654 0.3357
N 1.2033 1.0774 2.3555
O 1.7131 -0.1462 -1.1410
O -0.3613 0.0328 -0.2473
F 0.5751 2.7229 0.2891
F 2.6395 1.9723 0.2204
I 2.5139 -0.3751 2.6247
H -2.4689 -1.7220 0.2539
H -2.8443 -0.3979 -0.8696
H -2.5769 -2.0090 -1.3621
H -0.8078 -0.7903 -2.0905
H -0.3129 -2.0714 -0.8692
H 1.5098 1.9398 2.7600
*
```

Atom charges from the Mulliken analysis, given in e for atoms 1 to 4: 0.5134, -1.4269, -0.0196, 0.4758